Model w:
20
Properties=species:S:1:pos:R:3 method="wB97M-V/def2-TZVPD"
C -2.78 -0.35 0.93
C -2.08 -0.12 -0.44
N -0.66 -0.54 -0.17
C 0.55 0.16 -0.20
C 0.54 1.70 -0.44
C 1.65 -0.53 -0.36
O 1.74 -1.88 -0.01
O 2.91 0.11 -0.52
C 3.71 0.06 0.44
N 4.31 0.12 1.41
H -2.40 -1.26 1.35
H -2.43 0.55 1.55
H -3.83 -0.22 0.72
H -1.96 0.95 -0.48
H -2.40 -0.58 -1.30
H -0.46 -1.50 -0.12
H 0.37 1.78 -1.57
H 1.59 2.00 -0.23
H -0.24 2.05 0.15
H 1.87 -2.50 -0.71

=====

Model x:
The following is a quantum chemistry calculation of a structure of composition C6H10N2O2, from OMol25.

The geometry in XYZ format:
```
20
C6H10N2O2 wB97M-V/def2-TZVPD
O -1.52 0.91 -0.26
C -0.51 -0.06 -0.30
C -1.06 -1.29 -1.01
N -2.26 -1.70 -0.89
C 0.95 0.35 -0.67
C 1.14 1.64 0.14
C 0.57 1.13 1.50
C 0.22 -0.30 1.06
N 1.46 -0.66 0.31
H -1.66 1.27 -1.14
H 1.33 0.31 -1.70
H 2.20 1.91 0.19
H 0.57 2.49 -0.27
H 1.32 1.11 2.30
H -0.31 1.70 1.84
H -0.16 -1.00 1.80
H 1.36 -1.59 -0.08
O -0.18 -2.23 -1.35
H -2.86 -0.94 -0.58
H -0.61 -3.07 -0.91
```

Atomic partial charges in e from the Löwdin method, atoms 1 to 6: 0.019, -0.364, -0.418, 0.161, -0.223, -0.121

=====

Relative energies, kcal/mol: model w 37.2; model x 0.0.

=====

Model w:
The following is a quantum chemistry calculation of a cluster of 2 separate species, C4H7N3O in total, from OMol25.

The geometry in XYZ format:
```
15
C4H7N3O wB97M-V/def2-TZVPD
C -1.42 -0.19 -0.56
C -1.60 -1.33 0.08
C -0.24 -0.19 1.33
C -0.08 1.87 -0.10
N 1.51 -0.09 -0.55
N -0.54 0.54 0.24
N 2.24 -0.95 -0.11
O -0.94 -1.35 1.20
H -2.01 0.17 -1.39
H -2.24 -2.19 -0.15
H 0.34 1.94 -1.06
H -0.79 2.62 0.00
H 0.76 1.95 0.65
H 2.18 -1.93 -0.43
H 2.82 -0.86 0.83
```

Atomic partial charges in e from the Löwdin method, atoms 1 to 6: -0.070, -0.186, -0.084, -0.071, 0.023, -0.222

=====

Model x:
15
Properties=species:S:1:pos:R:3 method="wB97M-V/def2-TZVPD"
H -1.56 -0.44 2.88
N -1.01 -0.39 2.18
C -0.21 0.63 2.45
N 0.79 0.89 1.61
C 0.35 0.67 0.32
N -0.86 0.12 -0.19
C -0.27 -0.72 -1.68
C 1.17 0.04 -1.86
O 1.30 0.82 -0.54
H -0.14 0.87 3.48
H -1.70 -0.25 0.23
H -1.15 -0.38 -2.54
H -0.30 -1.94 -1.80
H 1.38 0.71 -2.68
H 2.20 -0.62 -1.86

=====

Relative energies, kcal/mol: model w 6.6; model x 0.0.

=====

Model w:
15
Properties=species:S:1:pos:R:3 method="wB97M-V/def2-TZVPD"
H 2.96 -0.60 -0.26
N 2.04 -1.04 -0.38
C 1.08 -0.26 -0.13
N 1.16 1.11 0.39
O -0.16 1.71 0.21
C -0.77 0.72 -0.67
C -1.66 -0.50 -0.72
C -0.39 -0.59 0.05
N -0.78 -0.57 1.47
H 1.82 1.63 -0.18
H -0.37 0.89 -1.74
H -2.58 -0.61 -0.15
H -1.67 -0.94 -1.71
H -0.23 -1.29 1.97
H -0.44 0.34 1.84

=====

Model x:
The following is a quantum chemistry calculation of a cluster of 2 separate species, C4H7N3O in total, from OMol25.

The geometry in XYZ format:
```
15
C4H7N3O wB97M-V/def2-TZVPD
C -0.30 -0.50 0.27
C -1.42 -1.03 -0.57
C -0.87 0.35 -0.76
C 1.03 -0.19 0.04
H -1.03 -0.92 2.23
H -1.10 -1.90 -1.32
H -2.26 -1.10 -0.12
H -0.44 -0.04 -1.74
H -0.60 1.95 0.84
H 2.07 1.78 -0.25
H 2.85 -0.50 0.21
N -0.35 1.83 -0.21
N 1.03 1.19 -0.23
N 2.01 -1.13 0.05
O -0.62 0.21 1.54
```

Atomic partial charges in e from the Löwdin method, atoms 1 to 6: -0.490, 0.014, -0.154, -0.465, 0.326, 0.184

=====

Relative energies, kcal/mol: model w 0.0; model x 109.3.

=====

Model w:
15
Properties=species:S:1:pos:R:3 method="wB97M-V/def2-TZVPD"
H 3.01 -1.32 -0.15
N 2.98 -0.36 0.35
C 1.91 0.17 -0.05
C 0.66 -0.53 -0.75
N -0.39 0.43 -0.73
O -1.74 0.30 -0.53
C -2.22 -0.27 0.61
C 0.27 1.64 -0.19
N 1.41 1.37 0.22
H 0.68 -1.43 -0.07
H 0.79 -0.86 -1.81
H -2.16 0.28 1.54
H -1.58 -1.15 0.94
H -3.33 -0.72 0.52
H -0.28 2.44 0.10

=====

Model x:
The following is a quantum chemistry calculation of a structure of composition C4H7N3O, from OMol25.

The geometry in XYZ format:
```
15
C4H7N3O wB97M-V/def2-TZVPD
C -0.44 -0.13 -1.48
C 0.92 -0.34 -0.79
C 0.64 0.68 2.46
C -0.15 -0.56 2.05
H -1.26 0.41 -4.26
H -1.28 -0.01 -0.92
H 1.45 -0.83 -1.59
H -0.02 1.43 2.66
H 1.72 0.50 2.52
H 0.13 -1.89 1.76
H -1.36 -0.40 2.28
N -0.35 0.09 -2.73
N 1.28 -0.14 0.44
N 0.22 0.50 1.00
O -1.51 0.70 -3.39
```

Atomic partial charges in e from the Löwdin method, atoms 1 to 6: -0.112, -0.113, -0.108, -0.157, 0.057, 0.075

=====

Model y:
15
Properties=species:S:1:pos:R:3 method="wB97M-V/def2-TZVPD"
H 0.95 -2.36 -0.08
N 0.40 -1.51 -0.07
C 1.16 -0.47 0.03
N 2.52 -0.42 0.11
C 0.61 1.00 0.00
O 1.49 1.85 -0.07
C -0.79 1.35 0.03
C -1.92 0.63 0.04
N -2.19 -0.64 0.03
H 3.09 -1.23 -0.11
H 2.95 0.50 0.10
H -0.88 2.42 -0.01
H -2.87 1.19 0.09
H -3.12 -1.02 -0.06
H -1.39 -1.28 -0.02

=====

Relative energies, kcal/mol: model w 104.2; model x 168.2; model y 0.0.

=====

Model w:
15
Properties=species:S:1:pos:R:3 method="wB97M-V/def2-TZVPD"
H 0.20 -2.36 1.40
N 0.67 -1.92 0.66
C 0.16 -0.71 0.50
N -0.70 -0.09 1.50
C -1.73 0.64 1.04
N -2.29 1.00 -0.13
C 0.70 -0.01 -0.66
C 2.19 -0.22 -0.95
O 0.03 0.73 -1.42
H -2.23 1.15 1.90
H -3.04 1.72 -0.13
H -1.68 1.07 -0.97
H 2.36 -1.30 -1.06
H 2.72 -0.09 0.03
H 2.62 0.39 -1.70

=====

Model x:
The following is a quantum chemistry calculation of a structure of composition C4H7N3O, from OMol25.

The geometry in XYZ format:
```
15
C4H7N3O wB97M-V/def2-TZVPD
C 2.17 0.75 -0.69
C 0.63 0.54 -0.47
C -0.36 1.50 -0.38
C -0.01 -0.58 0.10
H 2.73 0.21 0.09
H 2.38 1.75 -0.90
H 2.50 0.22 -1.60
H -0.14 2.44 -0.83
H -2.28 -1.85 0.08
H -2.68 -1.12 1.77
H -0.17 -2.02 1.33
N -1.48 1.04 0.14
N -1.26 -0.18 0.46
N -2.42 -0.88 0.69
O 0.39 -1.82 0.20
```

Atomic partial charges in e from the Löwdin method, atoms 1 to 6: -0.025, -0.176, -0.145, -0.413, 0.081, 0.042

=====

Relative energies, kcal/mol: model w 0.0; model x 74.7.

=====

Model w:
15
Properties=species:S:1:pos:R:3 method="wB97M-V/def2-TZVPD"
H -0.08 2.78 0.44
N -0.82 2.00 0.31
C -0.06 1.07 -0.11
N 1.38 1.02 -0.31
N 2.14 -0.12 -0.51
C 1.64 -1.10 0.24
C -0.82 -0.26 -0.58
C -1.79 -0.83 0.31
O -2.12 -0.09 -0.83
H 1.84 1.72 -0.94
H 0.74 -0.97 1.07
H 2.28 -2.00 0.44
H -0.13 -1.05 -1.07
H -2.09 -1.87 0.22
H -2.10 -0.32 1.29

=====

Model x:
15
Properties=species:S:1:pos:R:3 method="wB97M-V/def2-TZVPD" smiles="C=N/N=C/C(=O)NC"
C -2.52 -0.03 -2.09
N -1.27 0.51 -1.95
N -0.71 -0.03 -0.79
C 0.47 0.44 -0.52
C 1.32 -0.12 0.52
O 2.53 -0.14 0.05
N 0.87 -0.38 1.77
C -0.42 -0.21 2.35
H -3.09 0.54 -2.96
H -2.93 -0.79 -1.28
H 0.82 1.30 -1.16
H 1.74 -0.64 2.38
H -1.18 -0.96 2.02
H -0.78 0.95 2.42
H -0.15 -0.45 3.31

=====

Relative energies, kcal/mol: model w 27.4; model x 0.0.